Entry 1:
Here is a 2-piece molecular cluster, C4H11N3O overall from the OMol25 dataset. Energies are from ωB97M-V/def2-TZVPD.

Geometry as XYZ:
```
19
C4H11N3O (ωB97M-V/def2-TZVPD)
C -1.44 -0.54 1.85
C -1.17 -1.35 0.83
O -1.08 -0.89 -0.44
C -0.82 -1.86 -1.43
H -1.59 0.51 1.69
H -1.50 -0.91 2.85
H -1.01 -2.41 0.98
H 0.06 -2.46 -1.18
H -0.63 -1.31 -2.35
H -1.68 -2.53 -1.57
C 0.30 2.94 -0.04
N 0.59 1.75 -0.34
N 1.85 1.32 -0.33
N 2.04 -0.07 -0.23
H 1.03 3.68 0.31
H -0.72 3.25 -0.15
H 2.54 1.85 0.21
H 1.43 -0.47 0.48
H 1.80 -0.49 -1.12
```

Values from the calculation:
energy: -398.3846 hartree
HOMO-LUMO gap: 9.73 eV
net charge: 0
F_max: 0.95 eV/Å
SMILES: C=COC.C=NNN
relative energy (zero: lowest compared OMol25 entry of this formula, charge and spin): 445.2 kJ/mol
HOMO energy: -8.654 eV

Atom charges from the Mulliken analysis, given in e for atoms 1 to 8: C -0.632; C -0.028; O -0.285; C -0.834; H 0.245; H 0.258; H 0.274; H 0.389

---

Entry 2:
Here is C3H3INO3 as an isolated structure from the OMol25 dataset. Energies are from ωB97M-V/def2-TZVPD.

Geometry as XYZ:
```
11
C3H3INO3 (ωB97M-V/def2-TZVPD)
C -1.69 -0.50 0.96
C 1.82 -0.96 -0.38
C -0.25 1.31 0.01
N -1.10 0.49 0.79
O -2.37 -1.39 1.28
O 2.32 -0.58 -1.37
O 1.64 -1.10 0.74
I -0.53 -1.96 -1.66
H 0.27 0.76 -0.77
H -0.76 2.24 -0.18
H 0.64 1.71 0.58
```

Values from the calculation:
energy: -694.4028 hartree
HOMO-LUMO gap: 7.40 eV
net charge: -1
F_max: 3.66 eV/Å
relative energy (zero: lowest compared OMol25 entry of this formula, charge and spin): 0.0 kJ/mol
HOMO energy: -3.887 eV

Atom charges from the Mulliken analysis, given in e for atoms 1 to 8: C 0.499; C 0.590; C -0.674; N -0.158; O -0.529; O -0.428; O -0.392; I -0.706

---

Entry 3:
Here is C22H46BrF5KLiN8O5S as an isolated structure from the OMol25 dataset. Energies are from ωB97M-V/def2-TZVPD.

Geometry as XYZ:
```
90
C22H46BrF5KLiN8O5S (ωB97M-V/def2-TZVPD)
C -3.21 -1.39 -2.13
C -1.95 -1.72 -2.91
N -0.76 -2.00 -2.08
C -0.48 -1.02 -1.21
N -0.60 0.22 -1.51
C -0.28 0.93 -0.47
N -0.26 2.22 -0.33
C -0.66 3.05 -1.46
C 0.46 3.59 -2.41
C 1.79 2.96 -2.20
C 2.78 3.33 -3.33
N 3.48 2.16 -3.87
C 4.75 2.04 -3.31
C 4.92 1.57 -1.90
O 5.70 2.28 -3.92
C 0.18 2.66 0.99
C -0.23 4.04 1.46
O -0.60 3.91 2.84
C 0.37 4.18 3.82
C 1.30 3.00 4.11
F 1.65 3.01 5.33
F 0.74 1.89 3.84
F 2.48 3.05 3.40
N 0.06 0.07 0.46
N -0.06 -1.18 0.02
N 0.20 -2.36 0.75
H -3.08 -0.62 -1.37
H -3.91 -0.98 -2.85
H -3.69 -2.24 -1.68
H -1.70 -0.97 -3.64
H -2.15 -2.63 -3.45
H -0.95 -2.83 -1.53
H -1.22 3.92 -1.14
H -1.29 2.50 -2.13
H 0.19 3.43 -3.44
H 0.58 4.66 -2.22
H 1.73 1.88 -2.19
H 2.25 3.25 -1.24
H 2.19 3.75 -4.14
H 3.46 4.12 -3.03
H 2.91 1.32 -3.80
H 5.84 0.97 -1.76
H 4.03 0.91 -1.67
H 4.93 2.44 -1.17
H -0.27 1.97 1.70
H 1.26 2.49 1.05
H 0.56 4.77 1.31
H -1.12 4.41 0.98
H -0.17 4.35 4.74
H 0.90 5.11 3.60
H 0.37 0.22 1.40
H -0.59 -2.97 0.61
H 0.22 -2.07 1.72
Br 6.55 3.29 -0.24
C -0.10 -6.43 4.00
S 0.53 -4.90 3.30
O -0.52 -4.36 2.39
C 1.78 -5.68 2.27
H -0.93 -6.18 4.66
H -0.46 -7.08 3.21
H 0.68 -6.92 4.58
H 1.31 -6.38 1.58
H 2.50 -6.19 2.90
H 2.28 -4.90 1.70
Li 4.43 4.12 3.36
F 1.73 0.85 5.77
F 1.11 0.62 -3.18
C -6.12 -0.37 -0.50
O -5.68 -1.67 -0.14
C -5.77 -1.90 1.26
C -7.00 -2.71 1.61
O -8.19 -2.00 1.35
C -8.81 -2.38 0.13
H -6.27 -0.36 -1.58
H -7.06 -0.11 -0.02
H -5.36 0.37 -0.24
H -5.76 -0.96 1.81
H -4.88 -2.47 1.55
H -6.98 -2.92 2.69
H -6.99 -3.67 1.08
H -9.33 -3.34 0.26
H -8.09 -2.46 -0.68
H -9.54 -1.62 -0.13
C 9.24 -0.13 -2.14
C 8.03 -0.79 -1.69
N 7.08 -1.30 -1.33
H 9.00 0.72 -2.79
H 9.81 0.26 -1.30
H 9.87 -0.81 -2.70
K 4.86 -0.88 -1.43
```

Values from the calculation:
energy: -5758.7547 hartree
HOMO-LUMO gap: 4.71 eV
net charge: 0
F_max: 5.49 eV/Å
HOMO energy: -6.323 eV

Atom charges from the Mulliken analysis, given in e for atoms 1 to 8: C -0.818; C -0.884; N -0.118; C -0.075; N 0.108; C 0.454; N 0.293; C -1.200

---

Entry 4:
Here is an isolated molecule of C4H6N2O from the OMol25 dataset. Energies are from ωB97M-V/def2-TZVPD.

Geometry as XYZ:
```
13
C4H6N2O (ωB97M-V/def2-TZVPD)
C 0.30 1.66 0.32
C -0.43 0.37 0.15
C 1.29 -1.24 1.13
O -0.66 -1.77 -1.51
N 0.38 -0.84 -1.24
N -1.66 0.20 0.27
C 0.79 -0.97 0.01
H -0.84 -1.63 -2.45
H -2.02 -0.74 0.10
H 1.41 -0.96 2.15
H 1.02 1.79 -0.49
H -0.42 2.47 0.30
H 0.85 1.66 1.26
```

Values from the calculation:
energy: -340.5271 hartree
HOMO-LUMO gap (spin up / spin down): 7.96 / 7.96 eV
net charge: 0
F_max: 2.81 eV/Å
relative energy (zero: lowest compared OMol25 entry of this formula, charge and spin): 703.1 kJ/mol
HOMO energy (spin up / spin down): -8.013 / -8.013 eV

Atom charges from the Mulliken analysis, given in e for atoms 1 to 8: C -1.070; C 0.801; C -0.662; O -0.380; N -0.362; N -0.637; C 0.399; H 0.358

---

Entry 5:
Here is an isolated molecule of C2H5NO from the OMol25 dataset. Energies are from ωB97M-V/def2-TZVPD.

Geometry as XYZ:
```
9
C2H5NO (ωB97M-V/def2-TZVPD)
C 0.49 -1.51 1.05
N 0.74 -0.60 0.10
O -0.53 0.00 -0.28
C -0.36 1.24 -0.87
H -0.59 -1.58 1.40
H 1.17 -1.95 1.69
H -0.45 1.08 -2.00
H 0.70 1.26 -0.66
H -1.17 2.06 -0.44
```

Values from the calculation:
energy: -209.0647 hartree
HOMO-LUMO gap: 10.48 eV
net charge: 0
F_max: 5.77 eV/Å
SMILES: C=NOC
relative energy (zero: lowest compared OMol25 entry of this formula, charge and spin): 413.8 kJ/mol
HOMO energy: -9.522 eV

Atom charges from the Mulliken analysis, given in e for atoms 1 to 8: C -0.264; N -0.336; O -0.193; C -0.465; H 0.245; H 0.313; H 0.184; H 0.355

---

Entry 6:
Here is a 2-piece molecular cluster, C2H8OS overall from the OMol25 dataset. Energies are from ωB97M-V/def2-TZVPD.

Geometry as XYZ:
```
12
C2H8OS (ωB97M-V/def2-TZVPD)
C 3.90 2.40 -1.83
C 2.65 1.59 -1.70
O 2.82 0.19 -1.41
H 4.52 2.35 -0.92
H 4.60 2.02 -2.57
H 3.76 3.47 -1.93
H 2.07 1.66 -2.62
H 2.06 2.00 -0.87
H 1.97 -0.13 -1.72
S -4.55 -1.94 2.36
H -4.39 -2.95 1.51
H -3.45 -2.19 3.06
```

Values from the calculation:
energy: -554.3906 hartree
HOMO-LUMO gap: 10.72 eV
net charge: 0
F_max: 1.93 eV/Å
SMILES: CCO.S
relative energy (zero: lowest compared OMol25 entry of this formula, charge and spin): 71.5 kJ/mol
HOMO energy: -9.838 eV

Atom charges from the Mulliken analysis, given in e for atoms 1 to 8: C -1.091; C -0.136; O -0.514; H 0.289; H 0.305; H 0.328; H 0.275; H 0.223